The following is a DFT calculation (ωB97M-V with the def2-TZVPD basis set) of a 10-piece molecular cluster, C17H34Br4FN7O14 overall at a distorted geometry.

The value obtained for the energy is -12500.0533 hartree. The HOMO energy (alpha / beta) is -1.005 / -4.457 eV. The HOMO-LUMO gap (alpha / beta) comes out at 2.409 / 5.861 eV.

The geometry in ORCA input format:
```
! RIJCOSX wB97M-V def2-TZVPD def2/J DEFGRID3
* xyz -1 2
C -2.08916 2.53699 -4.52439
N -2.20502 1.30946 -5.38326
O -1.85957 1.46789 -6.54289
O -2.61495 0.26464 -4.90983
H -1.30692 3.23107 -4.83172
H -1.77532 2.22168 -3.52930
H -3.10466 2.92922 -4.57927
C -3.25755 4.27534 0.88716
N -2.06832 3.90846 1.75473
O -1.71146 2.75364 1.94670
O -1.56946 4.83793 2.43855
H -2.88051 4.31475 -0.13479
H -3.60879 5.22136 1.29919
H -4.04219 3.51974 0.92612
C 3.34797 -3.84755 0.48356
N 2.20995 -3.79123 -0.47927
O 1.44456 -2.87047 -0.30413
O 2.11451 -4.58175 -1.40606
H 4.18531 -4.06983 -0.17791
H 3.23064 -4.60591 1.25765
H 3.35823 -2.84032 0.90009
C 1.34490 3.16181 3.20802
N 1.62270 3.72206 1.87125
O 1.65495 4.95908 1.81752
O 1.66308 2.93600 0.93902
H 1.61469 3.91986 3.94334
H 1.83862 2.21387 3.42194
H 0.27283 2.96712 3.17872
C -0.92050 -2.82691 -2.99086
N -1.79583 -4.02092 -3.13227
O -1.33952 -4.94448 -3.85096
O -2.90346 -4.03822 -2.64114
H -0.49558 -2.87338 -1.98817
H -1.52707 -1.92145 -3.00868
H -0.15738 -2.78951 -3.76827
C -1.80976 -4.32812 2.28566
N -2.32299 -3.56914 1.13069
O -1.71834 -3.63905 0.04569
O -3.23306 -2.81566 1.29757
H -1.08512 -5.00405 1.83163
H -2.53611 -4.98661 2.76200
H -1.29133 -3.65662 2.97005
C 2.70055 -0.30554 4.70405
N 2.33053 0.32801 6.01449
O 2.95322 -0.00568 6.99934
O 1.34967 1.08976 6.02123
H 2.92871 0.44710 3.94934
H 1.82389 -0.82741 4.32039
H 3.43345 -1.08315 4.91919
Br -6.15889 -2.45952 -1.50044
C -5.68692 -0.49018 -1.26209
C -4.13443 -0.27283 -1.22015
Br -3.83215 1.72218 -1.14766
H -6.19875 -0.21438 -0.34010
H -6.21047 0.06338 -2.04156
H -3.66689 -0.70712 -2.10384
H -3.62813 -0.76597 -0.39036
Br -0.67423 -0.17806 2.81260
C 0.24045 -0.05801 1.07335
C -0.72328 -0.05055 -0.05608
Br 0.01578 0.73408 -1.69519
H 0.87290 -0.94570 1.08399
H 0.89415 0.79897 1.23570
H -1.52876 0.62043 0.24245
H -1.19169 -1.01296 -0.26215
F 3.58075 0.36529 1.11634
C 3.97909 0.79423 -0.11845
C 4.91417 1.82043 -0.16345
C 5.16460 2.29854 -1.45436
C 4.61073 1.71316 -2.60118
C 3.77941 0.59104 -2.50631
C 3.42737 0.13453 -1.20609
H 5.20418 2.32975 0.74368
H 5.82328 3.14335 -1.59162
H 4.95689 2.10216 -3.54736
H 3.27644 0.27598 -3.40861
H 2.70142 -0.64610 -1.03279
*
```

Atomic partial charges in e from the Löwdin method, atoms 1 to 6:
1. C 0.026
2. N -0.440
3. O 0.045
4. O 0.050
5. H 0.097
6. H 0.014

The following is a DFT calculation (ωB97M-V with the def2-TZVPD basis set) of C17H34BrN3O2PtSSi as an isolated structure.

The value obtained for the energy is -4363.9055 hartree. The HOMO energy (alpha / beta) is -7.638 / -7.638 eV. The HOMO-LUMO gap (alpha / beta) comes out at 7.513 / 7.512 eV.

The geometry in ORCA input format:
```
! RIJCOSX wB97M-V def2-TZVPD def2/J DEFGRID3
* xyz 0 1
Pt 0.02122 0.97235 0.94199
C 3.57609 -0.33439 2.90251
C 2.19497 -0.02732 2.42959
N 1.94539 0.77362 1.44229
O 3.03938 1.27478 0.75122
C 1.03581 -0.61584 3.03390
C 1.02166 -1.53456 4.20585
N -0.12222 -0.29065 2.46358
O -1.19774 -0.72117 2.88466
H 4.31743 0.22538 2.34381
H 3.77550 -1.40110 2.79433
H 3.65951 -0.09132 3.96231
H 2.67666 2.01621 0.24596
H 2.03090 -1.77702 4.53130
H 0.49746 -2.45798 3.95320
H 0.47790 -1.08763 5.04108
S -4.69157 1.37908 0.62069
C -3.09337 1.17995 0.62436
N -1.92936 1.06258 0.61377
C -2.53014 4.29358 -1.27611
C -1.74328 5.11037 -0.23756
C -2.14343 6.59216 -0.37641
C -2.19467 4.62799 1.14989
Si 0.13879 4.93458 -0.46649
Br 0.51071 2.65242 -0.95610
C 1.18874 5.27914 1.09771
C 2.68953 5.34885 0.78430
C 1.01724 4.20514 2.18326
C 0.76172 6.63401 1.69533
C 0.84330 5.71978 -2.07150
C -0.12390 5.55017 -3.25340
C 1.06407 7.22702 -1.84575
C 2.18006 5.10570 -2.52084
H -3.59753 4.45056 -1.10053
H -2.34831 3.22494 -1.17479
H -2.31573 4.58458 -2.30191
H -3.21173 6.67846 -0.15841
H -1.98800 6.97548 -1.38469
H -1.61494 7.24378 0.32240
H -3.28646 4.66422 1.18927
H -1.81456 5.25676 1.95524
H -1.90822 3.59346 1.34217
H 3.05543 4.43543 0.30883
H 3.23761 5.46993 1.72357
H 2.94986 6.19160 0.14526
H 1.42085 3.24115 1.87086
H -0.01562 4.04687 2.48129
H 1.57619 4.51926 3.07062
H 0.84569 7.45764 0.98530
H 1.41543 6.86427 2.54220
H -0.26043 6.61326 2.07167
H -1.06464 6.07790 -3.10858
H -0.34549 4.50055 -3.45520
H 0.34851 5.96501 -4.14908
H 0.16160 7.74134 -1.51280
H 1.36866 7.68199 -2.79328
H 1.85558 7.42626 -1.12315
H 2.07219 4.06063 -2.81057
H 2.96307 5.17176 -1.76940
H 2.52682 5.65143 -3.40380
*
```

Atomic partial charges in e from the natural (NBO) method, atoms 1 to 6:
1. Pt 0.731
2. C -0.675
3. C 0.264
4. N -0.202
5. O -0.548
6. C 0.004

The following is a DFT calculation (ωB97M-V with the def2-TZVPD basis set) of an isolated ion of composition C17H34BrN5O2P and charge -1 at a distorted geometry.

The value obtained for the energy is -4007.7390 hartree. The HOMO energy is -4.647 eV. The HOMO-LUMO gap comes out at 7.471 eV.

The geometry in ORCA input format:
```
! RIJCOSX wB97M-V def2-TZVPD def2/J DEFGRID3
* xyz -1 1
C 2.93208 -2.57910 1.01692
C 1.58533 -2.25803 1.67355
C 1.59201 -0.84686 2.27079
C 1.44046 0.34129 1.30629
P -0.22131 0.72432 0.40019
N -1.08739 -0.35067 1.59923
C -0.00019 -0.66025 -0.90969
O 1.35717 -1.06406 -1.17480
C 1.65247 -1.20822 -2.53556
C 1.09344 -2.51777 -3.10764
C 1.82285 -3.68773 -2.42672
C 0.71302 1.92705 -0.84695
C 1.95217 2.60625 -0.38210
O 2.09655 3.52872 0.36047
Br 3.67493 1.87736 -1.21307
C -1.96077 1.17713 -0.37398
C -2.94002 0.17917 -1.03170
N -2.75128 0.06454 -2.50317
N -4.28019 0.86135 -0.90134
N -3.19906 -1.14090 -0.50807
C -0.54301 2.20039 1.66893
C -0.81671 3.50049 1.28642
C -1.03687 4.46223 2.22822
N -1.02845 4.29461 3.53691
C -0.80056 3.03714 3.91247
C -0.57126 2.02974 3.02499
H 3.21369 -1.84870 0.26827
H 2.91450 -3.58835 0.60773
H 3.66667 -2.61587 1.81993
H 1.51245 -2.94885 2.51809
H 0.74140 -2.47973 1.02387
H 2.62416 -0.74842 2.64230
H 1.01237 -0.77295 3.18336
H 1.72427 1.20993 1.90176
H 2.29282 0.23461 0.63310
H -1.99835 -0.00182 1.86387
H -1.16318 -1.31594 1.31634
H -0.37281 -0.26214 -1.85977
H -0.57301 -1.57797 -0.73415
H 1.37485 -0.33478 -3.13560
H 2.73871 -1.28890 -2.59743
H 0.01968 -2.59711 -2.96611
H 1.38442 -2.55274 -4.15908
H 1.55621 -3.65719 -1.37395
H 1.56121 -4.64718 -2.86235
H 2.89110 -3.50348 -2.47690
H 0.09270 2.74673 -1.20734
H 1.00324 1.41681 -1.75879
H -1.87786 1.96653 -1.12625
H -2.53187 1.65964 0.40873
H -2.16927 -0.73334 -2.73417
H -3.65397 -0.05761 -2.93442
H -4.31647 1.64261 -1.54600
H -4.97878 0.17360 -1.15503
H -3.33510 -1.23111 0.48190
H -2.74670 -1.91512 -0.95407
H -0.87371 3.77235 0.24469
H -1.23074 5.47308 1.87480
H -0.78160 2.83219 4.97408
H -0.39647 1.05305 3.44800
*
```

Atomic partial charges in e from the natural (NBO) method, atoms 1 to 6:
1. C -0.605
2. C -0.391
3. C -0.369
4. C -0.759
5. P 1.563
6. N -1.205